ORCA calculation (wB97M-V/def2-TZVPD) on 2 unconnected molecules or ions with the total composition C2H8NS in a non-equilibrium geometry.

```
12
Properties=species:S:1:pos:R:3:forces:R:3
S -2.3097 2.6894 0.5178 -0.01 0.75 0.78
H -2.1789 3.5577 1.5849 -0.06 -0.59 -0.69
C 1.5870 -0.9209 -0.6052 -0.65 0.25 -0.81
C 0.2980 -0.8249 0.2016 -1.26 0.83 -0.34
N -0.8013 -0.0199 -0.4159 0.20 -0.41 -0.20
H 1.3133 -0.8503 -1.6613 -0.10 0.25 -0.05
H 2.0409 -1.9069 -0.5571 0.39 0.01 0.59
H 2.2789 -0.1055 -0.4039 0.19 -0.17 0.13
H 0.4236 -0.3653 1.1798 0.61 -0.64 0.48
H -0.1557 -1.8176 0.2515 0.37 -0.11 0.49
H -0.8520 0.9652 -0.1018 0.38 -0.42 -0.09
H -1.6440 -0.4009 0.0096 -0.06 0.24 -0.30
```
Forces are in eV/Å.

## Properties
Kohn-Sham gap   0.2428 Eh
E_HOMO   -0.099 hartree
Total charge   -1
Lowest unoccupied orbital energy   3.91 eV

Mulliken atomic charge list, values in e, 8 entries: atom 1 (S): -0.874, atom 2 (H): -0.032, atom 3 (C): -1.108, atom 4 (C): -0.252, atom 5 (N): -0.637, atom 6 (H): 0.323, atom 7 (H): 0.309, atom 8 (H): 0.279